[1]
ORCA calculation (ωB97M-V with the def2-TZVPD basis set) on a gas-phase ion, C4H10NO2 (charge +1) at a distorted geometry.

Atoms and positions in Å:
C 1.34771 -1.29891 -2.14466
C 0.31886 -1.28999 -0.61413
O -0.28602 -2.37274 -0.15031
N 0.51784 -0.27963 0.38104
C -0.74843 0.68729 0.43550
C -0.65235 1.52685 1.68839
O -0.79004 1.36287 -0.73483
H 0.99382 -2.01000 -2.85729
H 1.67962 -0.31633 -2.40149
H -0.46549 -3.02070 -0.84427
H 1.35414 0.27506 0.16543
H 0.61806 -0.72429 1.30722
H -1.59904 -0.00404 0.46102
H -1.53483 2.16279 1.73894
H 0.22852 2.16724 1.67691
H -0.64225 0.91363 2.58561
H -0.34011 2.22092 -0.69307

Properties
- ΔE to the lowest compared entry with this formula, charge and spin: 5.249 eV
- E_HOMO (spin up / spin down): -13.2 / -12.4 eV
- Total charge: +1
- Max |F|: 0.1537 hartree/bohr

[2]
ORCA calculation (ωB97M-V with the def2-TZVPD basis set) on a gas-phase ion, C4H10NO2 (charge +1) at a distorted geometry.

Atoms and positions in Å:
C -1.73253 1.70417 -0.89913
N -0.85813 0.99621 0.09090
C -0.19478 -0.22835 -0.47179
C 0.85236 0.17859 -1.51159
C 0.61926 -0.94362 0.64453
O 0.95928 -2.07744 0.55227
O 0.59231 -0.20614 1.76649
H -1.54272 2.76983 -0.80794
H -2.79894 1.45601 -0.89439
H -1.29730 1.56800 -1.89911
H -0.20423 1.67676 0.48770
H -1.38895 0.74685 0.92862
H -0.96830 -0.93067 -0.79039
H 0.39165 0.35942 -2.49155
H 1.58640 0.96815 -1.28719
H 1.56304 -0.63074 -1.73591
H 1.25987 -0.54361 2.38806

Properties
- ΔE to the lowest compared entry with this formula, charge and spin: 1.171 eV
- E_HOMO: -15.1 eV
- Total charge: +1
- Max |F|: 0.0481 hartree/bohr

[3]
ORCA calculation (ωB97M-V with the def2-TZVPD basis set) on a gas-phase ion, C4H10NO2 (charge +1) at a distorted geometry.

Atoms and positions in Å:
N -0.95166 0.42366 -1.30228
C 0.21185 -0.15677 -0.58292
C 0.77386 -1.26411 -1.47201
O 0.24751 -1.57821 -2.49664
C -0.10604 -0.65221 0.81738
C 0.23707 0.42312 1.86722
O -0.14263 1.69155 1.33408
H -1.04495 0.05163 -2.25863
H -1.81008 0.15513 -0.83519
H -0.95173 1.43844 -1.31090
H 0.99357 0.60831 -0.63618
H 1.68453 -1.71978 -1.03848
H 0.38467 -1.60793 0.92416
H -1.18514 -0.73881 0.91415
H 1.31561 0.44238 2.03777
H -0.29539 0.22695 2.79480
H 0.63896 2.25664 1.24367

Properties
- ΔE to the lowest compared entry with this formula, charge and spin: 1.691 eV
- E_HOMO: -15.1 eV
- Total charge: +1
- Max |F|: 0.0256 hartree/bohr

[4]
ORCA calculation (ωB97M-V with the def2-TZVPD basis set) on a gas-phase ion, C4H10NO2 (charge +1) at a distorted geometry.

Atoms and positions in Å:
N 0.25396 1.74051 -1.18647
C 0.47582 0.36906 -0.25165
C 0.55971 -0.71586 -1.40542
O -0.27802 -0.64741 -2.31862
C -0.71647 0.26693 0.64022
C -0.55195 -0.91070 1.59324
O 0.74641 -1.56622 1.56498
H 0.33514 2.51697 -0.45979
H 0.90649 1.70740 -1.88277
H -0.73662 1.81469 -1.40931
H 1.53708 0.28885 0.17276
H 1.54061 -1.21449 -1.51026
H -1.52789 0.17538 -0.00165
H -1.00586 1.18210 1.24662
H -1.42663 -1.53833 1.21220
H -0.78512 -0.87135 2.62194
H 0.67334 -2.59755 1.37398

Properties
- ΔE to the lowest compared entry with this formula, charge and spin: 3.632 eV
- E_HOMO: -14.6 eV
- Total charge: +1
- Max |F|: 0.1363 hartree/bohr

[5]
ORCA calculation (ωB97M-V with the def2-TZVPD basis set) on a gas-phase ion, C4H10NO2 (charge +1) at a distorted geometry.

Atoms and positions in Å:
C 0.08944 2.70316 -0.47674
C -0.07036 1.25655 -0.88719
C -0.30732 0.17191 0.32844
N 0.95426 0.38276 1.27008
C -0.35124 -1.21561 -0.19335
O -0.69908 -1.71351 -1.26010
O -0.01884 -2.04709 0.86994
H 1.10678 3.01491 -0.52852
H -0.65184 2.93113 0.31833
H -0.29548 3.21398 -1.36681
H -1.09124 1.10476 -1.43479
H 0.85797 0.94752 -1.36920
H -1.04724 0.48396 1.04807
H 0.68756 0.26502 2.20970
H 1.39163 1.27039 1.00776
H 1.84726 -0.27741 1.15162
H 0.09510 -3.04485 0.56754

Properties
- ΔE to the lowest compared entry with this formula, charge and spin: 2.262 eV
- E_HOMO: -15.2 eV
- Total charge: +1
- Max |F|: 0.0966 hartree/bohr

[6]
ORCA calculation (ωB97M-V with the def2-TZVPD basis set) on 2 unconnected molecules or ions with the total composition C4H10NO2 at a distorted geometry.

Atoms and positions in Å:
C -0.31991 0.95320 -1.69873
C 0.26662 1.32264 -0.62995
C -0.32112 1.71055 -3.00440
C -0.18450 -0.79455 1.38682
N 1.25043 -1.18988 2.15119
O -1.02445 -0.41916 2.34682
O -0.49530 -1.81183 0.58715
H -0.87180 0.01725 -1.73251
H 0.80475 1.91117 0.06312
H 0.12684 1.08374 -3.77290
H -1.34984 1.92307 -3.28800
H 0.23215 2.63938 -2.92000
H 1.42547 -2.19804 2.13053
H 2.01272 -0.71985 1.66262
H 1.20408 -0.84355 3.11355
H -1.66012 -1.10010 2.63898
H -1.09601 -2.48403 0.96571

Properties
- ΔE to the lowest compared entry with this formula, charge and spin: 6.093 eV
- E_HOMO (spin up / spin down): -13.2 / -11.7 eV
- Total charge: +1
- Max |F|: 0.0390 hartree/bohr

[7]
ORCA calculation (ωB97M-V with the def2-TZVPD basis set) on C4H10NO2P in the gas phase at a distorted geometry.

Atoms and positions in Å:
C -0.12891 1.89740 0.76423
C 0.56591 -0.74027 -1.75120
C -0.76510 -1.45897 1.26567
C 0.77185 1.04258 -0.08990
N 0.37296 -0.34344 -0.32848
O 3.25975 -0.13804 -0.30816
O -0.89055 -0.67070 0.16527
P 2.09510 -0.08627 0.65042
H -0.80821 2.54147 0.30666
H -0.79503 1.37583 1.45270
H 0.61400 2.51587 1.19908
H 1.12792 -0.00055 -2.39119
H 1.09198 -1.66678 -1.79441
H -0.41556 -0.86231 -2.11795
H -1.69609 -1.19521 1.87059
H 0.03901 -1.22949 1.98807
H -0.76280 -2.48545 1.23199
H 1.05952 1.56272 -0.96256

Properties
- ΔE to the lowest compared entry with this formula, charge and spin: 3.365 eV
- Multiplicity: 3
- <S²>: 2.012
- E_HOMO (spin up / spin down): -4.7 / -9.5 eV
- Total charge: 0
- Max |F|: 0.1041 hartree/bohr

[8]
ORCA calculation (ωB97M-V with the def2-TZVPD basis set) on 2 unconnected molecules or ions with the total composition C4H10NO2S at a distorted geometry.

Atoms and positions in Å:
C 1.68257 -0.15014 -0.57975
C 3.00105 -0.38483 -0.49346
C -0.00438 1.57919 -0.34969
C 0.95881 0.91349 -1.36845
N -3.02054 -2.20628 0.65784
O -0.57539 -1.81075 1.03645
O -2.37828 0.07710 1.87904
S -1.92809 -1.67198 1.62656
H 3.48057 -1.18554 0.02176
H -3.21084 -0.03723 1.39286
H 3.71326 0.29850 -0.86812
H -0.53807 0.78202 0.07531
H 0.44720 2.14572 0.47894
H -0.75658 2.19808 -0.80313
H 1.57201 1.75385 -1.60511
H 0.33495 0.61157 -2.25061
H -3.92745 -2.11206 1.16319
H 1.14921 -0.80071 -0.01364

Properties
- ΔE to the lowest compared entry with this formula, charge and spin: 3.618 eV
- E_HOMO: -3.3 eV
- Total charge: -1
- Max |F|: 0.0651 hartree/bohr